1.
Computed, not measured: a single C8H9NO2S molecule, with ωB97M-V with the def2-TZVPD basis set.

Geometry (Å):
C  1.501434  -1.146309  -0.011314
C  0.234421  -0.323834  -0.179227
C  0.310442  0.969559  0.543497
C  -0.506591  2.024705  0.653362
C  -1.859144  2.312876  0.210449
C  -2.904765  1.551135  0.024574
S  -4.176279  0.680979  -0.179955
C  -0.489184  -0.417351  -1.530804
C  -1.000443  -1.099232  -0.349127
N  -1.900143  -1.846160  0.139471
O  -2.869516  -2.367362  -0.417765
O  -1.768864  -2.118361  1.522873
H  1.417439  -2.092818  -0.540102
H  1.660199  -1.359284  1.043350
H  2.363191  -0.604528  -0.397378
H  1.271897  1.090293  1.029746
H  -0.085636  2.872167  1.183803
H  -2.068122  3.374207  0.114658
H  -1.018018  0.456685  -1.886055
H  -0.046191  -1.003562  -2.324043
H  -2.538947  -2.664020  1.755612

Atoms 1-3, force components in eV/Å:
-0.174 -0.010 -0.139
-0.046 -0.461 0.287
-0.073 0.413 0.100

total energy = -913.42999 Eh
E_HOMO = -8.079 eV
ΔE to the lowest compared entry with this formula, charge and spin = 152.6 kcal/mol
structure (SMILES) = C[C@@]1(/C=C\C=C=S)C/C1=[N+](\[O-])O
charge = 0



2.
Computed, not measured: a single C3H6OS2 molecule, with ωB97M-V with the def2-TZVPD basis set.

Geometry (Å):
O  -0.218593  -0.887554  1.645618
C  -0.543078  -0.762171  0.281332
S  -0.703324  -2.121149  -0.545478
C  -0.913566  0.578637  -0.128400
C  0.047279  1.358082  -1.087927
S  1.391324  1.830380  0.137220
H  0.056058  -0.094558  1.868022
H  -2.092216  0.429488  -0.569658
H  -0.817439  1.029376  0.996094
H  0.386731  0.415152  -1.530110
H  -0.505390  2.181436  -1.565838
H  2.169196  0.744559  -0.221363

Atoms 1-3, force components in eV/Å:
-2.078 -5.794 -3.826
0.307 -2.486 2.099
0.174 -0.475 -0.787

total energy = -989.42348 Eh
E_HOMO = -8.956 eV
ΔE to the lowest compared entry with this formula, charge and spin = 65.9 kcal/mol
structure (SMILES) = OC(=S)CCS
charge = 0



3.
Computed, not measured: a single C2H6N4OS molecule, with ωB97M-V with the def2-TZVPD basis set.

Geometry (Å):
H  -3.336545  1.979040  0.558774
N  -2.509480  1.695966  1.092066
C  -1.633769  1.237732  0.298058
N  -1.650612  1.099888  -1.054334
S  -0.071667  0.890928  1.139540
C  0.768099  -0.325246  0.103542
O  0.521307  -0.589641  -1.058572
N  1.777023  -0.914151  0.775837
N  2.603398  -1.867455  0.174346
H  -2.568768  1.088913  -1.503766
H  -0.940636  0.506657  -1.462600
H  1.875101  -0.816874  1.768304
H  3.150752  -1.432950  -0.573556
H  2.015795  -2.552808  -0.257640

Atoms 1-3, force components in eV/Å:
0.054 0.007 0.215
-0.180 -0.007 -0.347
0.306 0.021 0.234

total energy = -772.25675 Eh
E_HOMO = -9.364 eV
ΔE to the lowest compared entry with this formula, charge and spin = 26.0 kcal/mol
structure (SMILES) = [H]/N=C(\N)SC(=O)NN
charge = 0



4.
Computed, not measured: a molecular structure, C16H31IrNP2Se, with ωB97M-V with the def2-TZVPD basis set.

Geometry (Å):
P  -0.618324  -1.016949  -2.562352
P  2.021290  -1.724932  -1.220314
C  0.685342  -1.804478  -3.681942
C  1.676362  -2.605355  -2.854710
H  1.178507  -0.994570  -4.243256
H  0.167315  -2.463081  -4.389963
H  1.298951  -3.614200  -2.621923
H  2.626403  -2.699078  -3.394947
C  3.515869  -0.834507  -1.865247
H  4.076507  -0.436394  -1.006370
H  3.205049  -0.008475  -2.522266
H  4.144664  -1.544117  -2.427351
C  2.919848  -3.159459  -0.489852
H  3.694673  -3.512872  -1.188871
H  2.196112  -3.963509  -0.291883
H  3.378404  -2.830006  0.453507
C  -1.324256  0.044872  -3.888782
H  -2.248047  0.501489  -3.507652
H  -1.539172  -0.561499  -4.782193
H  -0.596178  0.830654  -4.134058
C  -1.803800  -2.433541  -2.740494
H  -1.446577  -3.294824  -2.155837
H  -1.877812  -2.707973  -3.805743
H  -2.786994  -2.111174  -2.365506
Ir  -1.274076  2.028211  2.927991
C  0.219484  0.431366  3.048346
C  0.818651  1.583062  2.468983
C  1.026056  1.793091  0.989752
C  -0.124977  2.431126  0.202943
C  -1.491928  2.249176  0.805551
C  -2.011157  0.981613  1.241613
C  -1.279934  -0.338775  1.118434
C  -0.313245  -0.720430  2.249248
C  -3.087376  2.817436  3.288192
H  0.467128  0.197973  4.095244
H  1.498015  2.159973  3.115408
H  1.329386  0.859283  0.488246
H  1.877602  2.486258  0.896314
H  0.040700  3.518742  0.146514
H  -0.087195  2.065691  -0.838379
H  -2.213053  3.055530  0.587808
H  -3.104613  0.904816  1.346245
H  -0.760454  -0.402806  0.144960
H  -2.069980  -1.106376  1.104523
H  -0.834002  -1.390398  2.954728
H  0.498949  -1.330259  1.807718
H  -3.521134  2.462257  4.235992
H  -3.779773  2.624850  2.461423
H  -2.933984  3.902034  3.386946
Se  -0.119025  3.792459  7.208155
C  -0.522087  3.166036  5.637387
N  -0.792114  2.722040  4.567722

Atoms 1-3, force components in eV/Å:
0.239 -1.789 -3.126
1.716 -1.671 -2.442
0.414 0.369 0.579

total energy = -3870.61127 Eh
⟨S²⟩ = 8.776
E_HOMO (alpha / beta) = -11.121 / -14.908 eV
ΔE to the lowest compared entry with this formula, charge and spin = 0.0 kcal/mol
2S+1 = 6
charge = +2



Computed F_max, in the same sequence as the records: 0.01829, 0.14095, 0.01428, 0.08919 hartree/bohr.